{"formula": "C4H7NOS2", "method": "the ωB97M-V functional and the def2-TZVPD basis", "total_energy_ev": -29466.77199, "homo_lumo_gap_ev": 8.84, "relative_energy_kcal_mol": 69.6, "total_charge": 0, "fmax_ha_per_bohr": 0.13543, "species": ["C", "C", "C", "C", "H", "H", "H", "H", "H", "H", "H", "N", "O", "S", "S"], "positions_angstrom": [[2.1754, -0.6380, -0.9544], [1.2597, 0.1937, -0.1166], [0.5637, -0.5151, 0.9094], [-2.3318, -0.0105, 0.1173], [2.7601, 0.0145, -1.7624], [2.8935, -0.9679, -0.1672], [1.3959, -1.3813, -1.3263], [1.1004, -1.3571, 1.1953], [0.3617, 0.0341, 1.8491], [-1.2051, 1.7617, 0.4076], [-2.8864, 1.8826, -0.2459], [-2.0537, 1.2444, 0.6325], [0.8376, 1.2930, -0.3097], [-1.0367, -1.1909, 0.3548], [-3.8343, -0.3632, -0.5836]], "forces_ev_per_a": [[0.84, 1.75, -0.65], [-0.59, 0.59, -1.31], [-2.27, -0.05, 2.88], [0.33, 0.87, 0.14], [-1.60, -1.71, 1.59], [-0.27, -0.73, -1.10], [1.74, 0.30, 0.06], [0.61, -2.02, 0.63], [0.36, 0.22, -0.69], [0.66, -1.02, 0.21], [2.70, -1.98, 3.92], [-4.29, 2.92, -4.64], [0.51, 2.53, -1.18], [-0.74, -1.51, -0.67], [2.00, -0.18, 0.82]]}